(1)
# C25H29FN4O3

An isolated molecule of C25H29FN4O3 (ωB97M-V/def2-TZVPD, the Open Molecules 2025 dataset).

Last column: Löwdin charge in e.
Cartesian coordinates (Å):
C 1.577 2.115 -6.199  -0.09
H 0.747 1.952 -6.883  0.07
H 1.266 2.840 -5.451  0.08
H 2.411 2.531 -6.759  0.07
C 1.984 0.801 -5.529  -0.22
C 0.834 0.224 -4.757  -0.25
C 0.664 0.508 -3.419  0.02
C -0.414 -0.018 -2.699  -0.14
C -1.343 -0.844 -3.359  -0.19
C -1.183 -1.112 -4.719  -0.01
C -0.109 -0.586 -5.399  -0.03
H 0.017 -0.810 -6.448  0.12
H -1.897 -1.746 -5.223  0.11
N -2.373 -1.382 -2.638  0.17
C -2.533 -1.290 -1.276  -0.44
O -3.450 -1.864 -0.715  0.06
C -1.532 -0.467 -0.595  -0.11
C -0.568 0.171 -1.293  0.05
H 0.160 0.788 -0.784  0.14
C -1.628 -0.464 0.912  -0.09
N -0.366 -0.214 1.578  -0.05
C 0.814 -0.807 1.233  -0.50
O 1.885 -0.424 1.657  0.07
N 0.696 -1.882 0.360  0.16
C 1.536 -2.099 -0.727  -0.17
C 2.826 -1.586 -0.822  0.00
C 3.577 -1.786 -1.966  -0.08
C 3.071 -2.506 -3.035  -0.09
C 1.796 -3.040 -2.956  -0.02
C 1.056 -2.831 -1.814  -0.21
F -0.209 -3.334 -1.749  0.07
H 1.366 -3.605 -3.768  0.12
H 3.661 -2.655 -3.925  0.10
H 4.572 -1.373 -2.021  0.10
H 3.219 -1.021 0.007  0.10
H -0.224 -2.288 0.252  0.13
C -0.344 0.787 2.624  -0.13
H -0.887 1.679 2.298  0.13
H 0.703 1.046 2.787  0.11
C -0.979 0.260 3.917  -0.17
N -1.214 1.336 4.861  -0.18
C 0.010 1.818 5.483  -0.16
C -0.322 3.010 6.381  -0.20
O -1.256 2.665 7.376  -0.13
C -2.436 2.172 6.787  -0.20
C -2.155 0.957 5.903  -0.17
H -3.086 0.625 5.439  0.12
H -1.757 0.139 6.530  0.13
H -3.102 1.905 7.610  0.12
H -2.904 2.958 6.176  0.13
H 0.570 3.358 6.905  0.13
H -0.724 3.825 5.760  0.13
H 0.708 2.137 4.710  0.12
H 0.487 1.028 6.089  0.13
H -1.950 -0.181 3.674  0.12
H -0.341 -0.536 4.339  0.14
H -2.324 0.322 1.224  0.14
H -2.080 -1.418 1.220  0.13
H -3.032 -1.987 -3.114  0.17
H 1.381 1.126 -2.899  0.13
H 2.823 0.983 -4.856  0.11
H 2.307 0.093 -6.294  0.11

Results
Kohn-Sham gap in eV: 8.263
Calculated total energy in Ha: -1514.7170
Relative energy (zero: lowest compared OMol25 entry of this formula, charge and spin) in kJ/mol: 23.6
F_max in eV/A: 0.75
LUMO energy in Eh: 0.003
Multiplicity: 1

(2)
# C5H13N2O

The ion C5H13N2O with charge +1 (ωB97M-V/def2-TZVPD, the Open Molecules 2025 dataset).

Last column: Löwdin charge in e.
Cartesian coordinates (Å):
O 1.135 2.208 -2.288  0.08
C 0.245 1.478 -2.579  -0.20
C -0.364 0.445 -1.491  -0.32
C 0.649 0.458 -0.342  -0.15
C 0.879 -0.902 0.268  -0.11
C 0.121 -1.065 2.720  -0.02
N -0.159 -1.312 1.269  0.00
N -1.638 1.145 -1.111  0.03
H -0.314 1.716 -3.467  0.12
H -0.504 -0.551 -1.904  0.14
H 0.249 1.170 0.327  0.12
H 1.498 0.812 -0.831  0.09
H 1.812 -0.769 0.954  0.17
H 1.008 -1.701 -0.404  0.12
H -0.577 -1.448 3.494  0.12
H 0.251 0.002 2.978  0.12
H 1.044 -1.498 3.011  0.08
H -0.416 -2.358 1.289  0.22
H -1.092 -0.893 1.081  0.18
H -1.425 2.161 -1.154  0.09
H -2.401 0.905 -1.819  0.12

Results
Kohn-Sham gap in eV: 9.383
Calculated total energy in Ha: -382.7578
Relative energy (zero: lowest compared OMol25 entry of this formula, charge and spin) in kJ/mol: 272.6
F_max in eV/A: 4.23
Total charge: +1
LUMO energy in Eh: -0.125
Multiplicity: 1

(3)
# C26H26CdClN6OS2

A structure of composition C26H26CdClN6OS2 (ωB97M-V/def2-TZVPD, the Open Molecules 2025 dataset).

Last column: Löwdin charge in e.
Cartesian coordinates (Å):
Cd -0.245 0.153 -0.707  1.19
Cl 2.209 -5.876 3.209  0.60
C 1.610 -4.725 2.032  -0.68
C 0.522 -5.061 1.220  -0.12
C 0.057 -4.163 0.292  -0.03
C 0.616 -2.860 0.135  -0.41
O 0.117 -2.061 -0.735  -0.20
C 1.748 -2.569 0.949  -0.15
C 2.492 -1.330 0.843  -0.10
N 2.151 -0.326 0.134  0.04
C 2.983 0.816 0.137  -0.28
C 3.634 1.279 1.247  -0.04
C 4.401 2.465 1.208  -0.08
C 4.487 3.192 0.059  -0.04
C 3.790 2.761 -1.100  -0.16
C 3.783 3.501 -2.302  -0.02
C 3.047 3.057 -3.359  -0.05
C 2.319 1.854 -3.216  -0.16
N 2.319 1.128 -2.132  0.09
C 3.039 1.571 -1.070  -0.22
C 2.218 -3.508 1.878  -0.09
H 0.057 -6.033 1.328  0.10
H -0.775 -4.420 -0.352  0.11
H 3.432 -1.305 1.406  0.12
H 3.517 0.758 2.188  0.11
H 4.893 2.809 2.108  0.10
H 5.052 4.115 0.024  0.11
H 4.343 4.428 -2.357  0.11
H 2.995 3.612 -4.286  0.10
H 1.692 1.504 -4.029  0.09
H 3.082 -3.259 2.485  0.11
C -3.937 -0.110 -1.379  -0.12
N -2.819 -0.991 -1.066  -0.31
C -2.561 -1.837 -2.227  -0.13
C -3.087 -1.815 0.109  -0.21
C -3.221 -1.004 1.387  -0.21
N -1.964 -0.436 1.865  -0.28
C -2.230 0.761 2.653  -0.13
C -1.254 -1.399 2.694  -0.10
H -4.857 -0.693 -1.558  0.09
H -3.696 0.472 -2.265  0.05
H -4.123 0.598 -0.574  0.07
H -3.431 -2.478 -2.452  0.08
H -1.688 -2.458 -2.045  0.06
H -2.375 -1.201 -3.094  0.06
H -2.271 -2.533 0.204  0.09
H -4.018 -2.393 -0.035  0.12
H -3.676 -1.638 2.166  0.12
H -3.918 -0.183 1.224  0.10
H -2.899 0.534 3.502  0.09
H -2.685 1.530 2.030  0.08
H -1.298 1.170 3.036  0.07
H -1.812 -1.605 3.624  0.09
H -0.270 -1.011 2.958  0.09
H -1.115 -2.339 2.165  0.07
S 0.167 2.397 0.433  0.51
C -0.822 3.378 -0.615  -0.79
C -1.123 4.695 -0.099  -0.32
N -1.350 5.734 0.343  0.13
C -1.311 3.039 -1.837  -0.79
S -1.101 1.525 -2.679  0.48
C -2.104 4.013 -2.555  -0.32
N -2.738 4.768 -3.150  0.13

Results
Kohn-Sham gap in eV: 6.508
Calculated total energy in Ha: -2834.5724
Relative energy (zero: lowest compared OMol25 entry of this formula, charge and spin) in kJ/mol: 39.8
F_max in eV/A: 0.38
Total charge: -1
LUMO energy in Eh: 0.079
Multiplicity: 1

(4)
# C19H48F3IO9P3S6

A cluster of 6 separate species, C19H48F3IO9P3S6 in total (ωB97M-V/def2-TZVPD, the Open Molecules 2025 dataset).

Last column: Löwdin charge in e.
Cartesian coordinates (Å):
C 1.802 2.178 1.483  -0.02
C 0.873 1.289 1.808  -0.26
C 0.512 0.162 0.889  -0.41
P -1.306 -0.356 0.542  0.43
I -0.470 -1.219 -1.910  0.57
C -1.053 -2.078 1.429  -0.37
C -0.580 -3.360 0.741  -0.22
C 0.899 -3.440 0.598  -0.26
F 1.603 -3.163 1.738  0.04
C 1.614 -3.649 -0.499  -0.38
F 2.732 -3.016 -0.845  0.11
F 1.263 -4.514 -1.452  0.10
C -3.018 -0.893 -0.079  -0.49
O -4.040 -0.442 0.769  -0.32
C -5.278 -0.243 0.125  -0.11
P -2.111 0.296 2.646  0.28
S -3.033 2.006 3.011  0.01
P -1.827 1.812 -0.437  0.41
O -3.282 2.065 -0.589  -0.36
O -1.196 2.009 -1.940  -0.28
O -1.079 3.029 0.343  -0.23
H 2.207 2.196 0.476  0.06
H 2.176 2.908 2.186  0.05
H 0.447 1.397 2.799  0.06
H 0.920 0.427 -0.087  0.00
H 1.074 -0.727 1.179  0.07
H -2.028 -2.326 1.853  0.05
H -0.420 -1.935 2.309  0.06
H -1.097 -3.643 -0.170  0.09
H -0.849 -4.161 1.445  0.08
H -3.032 -1.988 -0.147  0.09
H -3.131 -0.537 -1.104  0.02
H -5.377 0.800 -0.179  0.07
H -6.073 -0.511 0.820  0.08
H -5.369 -0.878 -0.761  0.09
H -1.040 0.056 3.528  -0.06
H -2.964 -0.750 3.013  -0.05
H -0.329 2.420 -1.869  0.05
H -1.737 3.730 0.443  0.06
C -3.715 1.665 -4.054  -0.27
S -3.770 0.053 -4.832  0.79
O -3.192 -0.858 -3.817  -0.62
C -2.486 0.374 -6.052  -0.27
H -4.412 1.651 -3.218  0.05
H -2.706 1.835 -3.677  0.03
H -4.007 2.444 -4.761  0.04
H -1.572 0.671 -5.537  0.06
H -2.822 1.156 -6.733  0.05
H -2.318 -0.550 -6.602  0.04
C 6.077 1.239 1.561  -0.29
S 5.034 0.334 2.702  0.79
O 4.676 1.269 3.802  -0.56
C 6.345 -0.725 3.330  -0.27
H 5.454 1.995 1.086  0.05
H 6.892 1.714 2.105  0.05
H 6.474 0.561 0.809  0.03
H 7.139 -0.108 3.749  0.05
H 6.728 -1.344 2.518  0.05
H 5.912 -1.356 4.104  0.04
C 9.275 1.851 -1.978  -0.27
S 10.005 1.116 -0.511  0.81
O 8.878 0.650 0.337  -0.56
C 10.589 2.654 0.209  -0.27
H 8.808 1.050 -2.546  0.05
H 8.523 2.581 -1.680  0.06
H 10.056 2.320 -2.576  0.05
H 9.745 3.329 0.353  0.06
H 11.334 3.102 -0.448  0.05
H 11.041 2.415 1.169  0.05
C -7.663 5.031 -3.122  -0.28
S -6.265 5.308 -4.215  0.79
O -6.148 4.103 -5.078  -0.56
C -5.002 5.170 -2.945  -0.27
H -8.563 5.030 -3.734  0.04
H -7.548 4.067 -2.627  0.06
H -7.716 5.837 -2.390  0.05
H -5.073 4.197 -2.458  0.06
H -5.131 5.972 -2.219  0.05
H -4.034 5.267 -3.432  0.05
C -2.680 -6.494 5.144  -0.28
S -1.800 -5.841 3.718  0.79
O -2.815 -5.194 2.853  -0.54
C -1.425 -7.434 2.976  -0.27
H -3.041 -5.644 5.719  0.05
H -3.522 -7.097 4.804  0.05
H -1.999 -7.088 5.753  0.05
H -2.353 -7.971 2.785  0.06
H -0.779 -8.003 3.645  0.05
H -0.906 -7.240 2.040  0.05

Results
Kohn-Sham gap in eV: 6.001
Calculated total energy in Ha: -5440.2352
F_max in eV/A: 1.93
Total charge: -1
LUMO energy in Eh: 0.060
Multiplicity: 1